{"formula": "C17H27F3N3NaO5S2", "method": "ωB97M-V with the def2-TZVPD basis set", "lumo_energy_ev": 0.0, "homo_energy_ev": -9.2, "total_charge": 0, "spin_multiplicity": 1, "homo_lumo_gap_ev": 9.15, "species": ["S", "S", "Na", "F", "F", "F", "O", "O", "O", "O", "O", "N", "N", "N", "C", "C", "C", "C", "C", "C", "C", "C", "C", "C", "C", "C", "C", "C", "C", "C", "C", "H", "H", "H", "H", "H", "H", "H", "H", "H", "H", "H", "H", "H", "H", "H", "H", "H", "H", "H", "H", "H", "H", "H", "H", "H", "H", "H"], "xyz": [[-2.459618, -0.222513, 2.883168], [2.208141, -1.205519, 2.378319], [-0.237158, 0.921070, 0.108078], [2.207573, -3.655927, 3.304125], [0.323787, -3.059867, 2.431105], [2.005374, -3.505929, 1.160049], [1.922837, -0.797610, 3.738368], [-1.826717, -0.129053, 1.593093], [1.372542, -0.580603, 1.375143], [3.599523, -1.312765, 2.013666], [-3.723108, -0.907606, 2.987748], [-0.009257, 3.882574, -0.109357], [1.858175, 0.727930, -1.373304], [-1.529025, 0.032099, -2.085543], [1.656577, -2.946842, 2.324780], [-1.226803, 3.415567, 0.326036], [-1.931816, 3.020341, -0.797887], [0.090329, 3.768571, -1.466866], [-1.074620, 3.186784, -1.913436], [-1.279602, -0.864448, 4.056722], [-2.389261, -1.983718, -4.695708], [-1.454799, 1.504899, 4.641218], [2.884014, 0.274472, -1.141488], [5.117710, -0.314110, -2.080652], [-1.225966, 0.108124, 5.225514], [-2.777606, -3.076008, -3.710144], [4.172466, -0.359323, -0.875255], [-2.822036, -0.590672, -4.245004], [4.444441, -0.587965, -3.416138], [-2.102596, -0.207230, -3.045572], [-2.618861, 1.399126, 3.664447], [-1.504737, 3.606279, 1.349125], [3.906992, -1.367308, -0.539796], [3.917914, -1.544392, -3.413652], [5.518224, 0.703830, -2.102472], [-2.917491, 2.589881, -0.736326], [-2.629457, 0.136451, -5.033780], [-2.839086, -2.233888, -5.657510], [-0.554903, 1.882005, 4.149881], [-1.734445, 2.243974, 5.394161], [4.602247, 0.122653, 0.002124], [-2.244722, -4.005900, -3.905630], [-2.499726, -2.822691, -2.678565], [-1.470351, -1.917634, 4.236772], [5.938277, -1.004503, -1.899195], [-3.893196, -0.573771, -4.034750], [-2.709385, 2.186354, 2.922383], [-0.314266, -0.807572, 3.543048], [0.719868, 4.233804, 0.485490], [5.193940, -0.579689, -4.205788], [-1.979910, -0.104267, 5.991428], [-1.332746, 2.935184, -2.927014], [-0.268411, 0.029650, 5.737689], [-1.304918, -1.988218, -4.820723], [0.936415, 4.163545, -1.998332], [-3.557997, 1.273083, 4.205916], [3.698379, 0.177259, -3.632736], [-3.851155, -3.267976, -3.686995]], "atomic_forces_ev_per_a": [[-0.1, -0.2, 0.8], [0.4, -0.1, 0.5], [0.2, -0.8, -0.2], [0.1, -0.2, 0.2], [-0.1, 0.1, 0.1], [0.0, -0.1, -0.2], [0.0, 0.0, -0.1], [0.2, 0.4, -0.8], [-0.6, 0.5, -0.4], [0.1, 0.1, 0.1], [0.0, 0.0, -0.1], [0.2, 0.1, 0.0], [-0.4, 0.4, 0.0], [0.3, 0.2, 0.4], [-0.1, -0.1, -0.2], [0.1, 0.6, -0.5], [0.4, -0.3, 1.0], [-0.5, -0.2, 0.1], [-0.2, 0.4, -0.1], [0.8, 0.1, -0.4], [0.1, -0.6, 0.1], [-0.1, 0.5, 0.0], [0.3, 0.0, 0.0], [-0.3, 0.5, 0.1], [-0.3, -0.1, 0.5], [0.2, -0.1, 0.8], [-0.4, -0.3, 0.2], [-0.2, -0.1, -0.5], [0.0, -0.1, 0.1], [-0.1, 0.0, 0.1], [-0.2, -0.6, 0.0], [-0.2, -0.3, 0.0], [0.2, 0.0, -0.1], [0.1, -0.1, -0.1], [0.3, -0.1, -0.1], [0.0, 0.0, -0.3], [0.0, 0.1, 0.1], [0.1, 0.3, -0.1], [0.0, -0.2, -0.1], [0.2, -0.1, 0.2], [0.0, 0.0, 0.0], [-0.2, 0.0, -0.3], [0.0, 0.2, -0.2], [-0.3, 0.0, 0.3], [0.1, 0.0, 0.0], [0.0, 0.1, 0.0], [0.0, 0.0, -0.1], [-0.2, 0.0, 0.0], [0.0, 0.1, 0.0], [-0.1, -0.1, -0.1], [-0.1, 0.0, -0.2], [0.2, 0.1, -0.1], [0.1, 0.0, -0.2], [0.0, 0.0, -0.1], [0.2, -0.3, 0.0], [0.0, 0.3, 0.0], [0.0, 0.0, -0.1], [0.0, 0.0, -0.2]]}